[1]
Density functional theory data (wB97M-V/def2-TZVPD) for a cluster of 2 separate species, C5H15NO in total in a non-equilibrium geometry.

Output
- F_max (eV Å⁻¹) = 1.206
- energy relative to the best compared isomer or geometry (same formula, charge and spin) (eV) = 0.740
- gap between HOMO and LUMO (eV) = 10.118
- electronic energy (eV) = -8965.6181
- SMILES string = CC[C@H](C)CN.O

The geometry in ORCA input format:
```
! wB97M-V def2-TZVPD RIJCOSX def2/J DEFGRID3
* xyz 0 1
C 0.9197 1.2171 -3.1920
C 1.3210 1.2445 -1.7177
C 0.6903 0.1179 -0.9031
C -0.8592 0.2205 -0.8339
C 1.2966 -0.0780 0.4919
N 1.5650 -1.4954 0.7528
H 1.6125 1.8414 -3.7667
H -0.0464 1.6716 -3.3728
H 0.8635 0.1963 -3.5471
H 1.0193 2.1731 -1.2522
H 2.4089 1.1740 -1.6359
H 0.8699 -0.8340 -1.4293
H -1.3597 -0.7381 -0.8417
H -1.1899 0.7693 -1.7227
H -1.1431 0.7549 0.0733
H 0.6117 0.2771 1.2703
H 2.1916 0.5501 0.6124
H 2.4981 -1.7302 0.4269
H 1.5672 -1.7095 1.7459
O -4.0735 -0.9769 4.5586
H -4.5335 -1.0206 3.7001
H -4.6347 -1.5202 5.1330
*
```


[2]
Density functional theory data (wB97M-V/def2-TZVPD) for a structure of composition C2H5NO2 in a non-equilibrium geometry.

Output
- F_max (eV Å⁻¹) = 7.567
- energy relative to the best compared isomer or geometry (same formula, charge and spin) (eV) = 2.685
- gap between HOMO and LUMO (spin up / spin down) (eV) = 8.050 / 7.751
- electronic energy (eV) = -7732.1287
- <S²> = 2.010

The geometry in ORCA input format:
```
! wB97M-V def2-TZVPD RIJCOSX def2/J DEFGRID3
* xyz 0 3
C 0.5987 -1.5992 0.7816
C -0.6239 1.5256 -0.7059
N 0.5053 -0.4840 -0.1919
O 1.3899 -0.6101 1.3283
O -0.6047 0.2111 -0.0178
H -0.3416 -2.0658 1.2366
H 1.2197 -2.4130 0.3944
H -0.6235 2.3938 -0.0166
H -1.6200 1.5532 -1.2164
H 0.1001 1.4884 -1.5924
*
```


[3]
Density functional theory data (wB97M-V/def2-TZVPD) for a cluster of 5 separate species, C18H49BN4O4 in total in a non-equilibrium geometry.

Output
- F_max (eV Å⁻¹) = 4.094
- gap between HOMO and LUMO (eV) = 8.902
- electronic energy (eV) = -34281.2774
- SMILES string = COC[C@@H](C)N.COC[C@@H](C)N.COC[C@@H](C)N.COC[C@@H](C)N.BC=C

The geometry in ORCA input format:
```
! wB97M-V def2-TZVPD RIJCOSX def2/J DEFGRID3
* xyz 0 1
C -0.1645 0.4475 -2.3649
O -1.0127 -0.4357 -1.6472
C -2.3779 -0.4218 -2.0755
C -2.6667 -1.3160 -3.3034
C -2.2085 -0.7033 -4.6235
N -2.0556 -2.6464 -3.1571
H -0.6781 1.3677 -2.6589
H 0.2466 -0.0578 -3.2407
H 0.6747 0.7132 -1.7155
H -2.9542 -0.8159 -1.2293
H -2.7262 0.6060 -2.2337
H -3.7542 -1.4438 -3.3675
H -1.1244 -0.7460 -4.7551
H -2.6519 -1.2438 -5.4681
H -2.5217 0.3433 -4.6994
H -2.4341 -3.0880 -2.3182
H -1.0679 -2.5025 -2.9278
C -3.2533 2.2476 1.6007
O -3.7427 3.3352 0.8313
C -2.8588 4.4586 0.7676
C -1.7539 4.3364 -0.3071
C -0.6094 3.4130 0.0993
N -2.3017 3.8798 -1.5939
H -2.6641 2.5803 2.4605
H -2.6658 1.5777 0.9703
H -4.1127 1.6805 1.9702
H -3.4920 5.3147 0.5034
H -2.4380 4.6799 1.7560
H -1.3258 5.3359 -0.4524
H -0.8806 2.3557 0.0460
H 0.2489 3.5542 -0.5684
H -0.2742 3.6296 1.1191
H -3.0057 4.5507 -1.9046
H -2.8443 3.0313 -1.4082
C 6.4719 1.0044 -0.9702
O 6.0959 0.1171 -2.0122
C 5.3829 -1.0426 -1.5720
C 3.8674 -0.8154 -1.3660
C 3.5333 -0.0751 -0.0745
N 3.2721 -0.0904 -2.4995
H 6.7249 0.4753 -0.0467
H 5.6755 1.7289 -0.7902
H 7.3533 1.5613 -1.3013
H 5.5064 -1.7833 -2.3718
H 5.8518 -1.4725 -0.6786
H 3.3932 -1.8026 -1.3039
H 3.7607 0.9925 -0.1287
H 2.4627 -0.1603 0.1469
H 4.0812 -0.4994 0.7735
H 3.4219 -0.6356 -3.3495
H 3.8365 0.7506 -2.6512
C 2.9971 0.3276 4.1015
O 2.6212 -0.5597 3.0594
C 1.9082 -1.7195 3.4996
C 0.3927 -1.4922 3.7056
C 0.0585 -0.7519 4.9972
N -0.2026 -0.7672 2.5722
H 3.2502 -0.2016 5.0250
H 2.2008 1.0520 4.2814
H 3.8785 0.8845 3.7704
H 2.0316 -2.4602 2.6999
H 2.3770 -2.1494 4.3931
H -0.0815 -2.4794 3.7678
H 0.2859 0.3156 4.9430
H -1.0120 -0.8372 5.2185
H 0.6064 -1.1762 5.8451
H -0.0529 -1.3124 1.7221
H 0.3618 0.0738 2.4205
B -4.7199 -3.9563 -1.2970
C -3.7196 -3.8971 0.0434
C -4.3456 -4.4540 1.3088
H -4.5658 -4.7626 -2.1396
H -5.6171 -3.1689 -1.3459
H -2.6374 -3.4422 -0.0068
H -3.7487 -5.1293 2.0813
H -5.5069 -4.2070 1.4256
*
```


[4]
Density functional theory data (wB97M-V/def2-TZVPD) for the molecule C5H11O2P in a non-equilibrium geometry.

Output
- F_max (eV Å⁻¹) = 3.649
- energy relative to the best compared isomer or geometry (same formula, charge and spin) (eV) = 3.553
- gap between HOMO and LUMO (spin up / spin down) (eV) = 6.699 / 8.094
- electronic energy (eV) = -18742.7549

The geometry in ORCA input format:
```
! wB97M-V def2-TZVPD RIJCOSX def2/J DEFGRID3
* xyz 0 1
C 1.2697 0.9777 0.8980
C -0.2620 1.1103 1.1588
C 1.8307 0.0400 -0.1690
C -0.9369 -0.9853 -0.6468
C -1.4057 -2.1846 0.0130
O 2.1764 0.3746 -1.3949
O -0.9153 1.5951 -1.3663
P -1.4674 0.6101 -0.1454
H 1.6338 2.1189 0.6194
H 1.7469 0.6681 1.8098
H -0.5584 0.3550 2.0696
H -0.1656 2.1868 1.6341
H 2.0425 -0.9336 0.1489
H -0.4762 -1.0427 -1.6907
H -2.0532 -2.8845 -0.6847
H -1.8677 -1.8571 1.0252
H -0.5248 -2.7710 0.4255
H 1.6053 1.1044 -1.7600
H -1.6721 1.5176 -1.9446
*
```